Formula: C5H12NO2
Source: the Open Molecules 2025 dataset
Level of theory: the ωB97M-V functional and the def2-TZVPD basis

HOMO energy = -3.7 eV

```
! wB97M-V def2-TZVPD RIJCOSX def2/J DEFGRID3
* xyz -1 1
C 0.382 -1.455 -0.985
O -0.456 -2.165 -0.112
C -0.363 -0.296 -1.689
C 0.308 1.066 -1.525
C 0.231 1.754 -0.192
C -0.250 1.128 0.878
N -0.092 1.413 2.227
H 0.685 -2.194 -1.695
H 1.236 -1.053 -0.482
H -1.340 -0.228 -1.252
H -0.531 -0.389 -2.747
H 1.332 1.107 -1.837
H -0.126 1.756 -2.220
H 0.704 2.691 -0.055
H -0.662 0.120 0.730
H 0.723 1.922 2.387
H -0.119 0.539 2.747
H -1.123 -1.998 2.596
H -0.307 -1.934 0.848
O -0.232 -1.785 2.381
*
```

Mulliken population analysis, charges in e, atoms 1 to 4:
1. C -0.70
2. O -0.61
3. C -0.74
4. C -0.70

---

Formula: C4H10N
Source: the Open Molecules 2025 dataset
Level of theory: the ωB97M-V functional and the def2-TZVPD basis

HOMO energy = -13.7 eV

```
! wB97M-V def2-TZVPD RIJCOSX def2/J DEFGRID3
* xyz 1 1
C -0.965 0.118 -2.686
C -1.481 -0.213 -1.510
H -0.741 -0.682 -3.381
H -0.912 1.090 -3.154
H -1.938 -1.182 -1.334
H -1.681 0.486 -0.705
C 0.530 -0.101 2.448
C 1.101 0.509 0.210
N 1.210 -0.356 1.146
H 0.537 -0.998 3.068
H 1.161 0.624 2.967
H -0.477 0.240 2.272
H 0.304 1.239 0.230
H 1.810 0.535 -0.610
H 1.542 -1.308 1.040
*
```

Mulliken population analysis, charges in e, atoms 1 to 4:
1. C -0.48
2. C -0.56
3. H 0.24
4. H 0.29

---

Formula: C4H9N3O
Source: the Open Molecules 2025 dataset
Level of theory: the ωB97M-V functional and the def2-TZVPD basis

HOMO energy = -8.0 eV

```
! wB97M-V def2-TZVPD RIJCOSX def2/J DEFGRID3
* xyz 0 1
C -1.169 0.001 -1.881
C -0.634 -1.048 0.210
C 0.731 0.846 0.883
N -0.656 -1.973 1.192
N 1.121 2.134 0.669
C 1.304 -0.224 0.125
O -0.366 0.656 1.491
N -1.347 -0.896 -0.777
H -0.510 -1.624 2.125
H -1.303 -2.737 1.062
H 2.026 2.342 0.286
H 0.620 2.859 1.156
H -1.587 0.985 -1.648
H -1.680 -0.404 -2.756
H -0.102 0.121 -2.104
H 1.637 -1.076 0.701
H 1.914 0.038 -0.734
*
```

Mulliken population analysis, charges in e, atoms 1 to 4:
1. C -0.69
2. C 0.66
3. C 1.03
4. N -0.43

---

Formula: C5H10N
Source: the Open Molecules 2025 dataset
Level of theory: the ωB97M-V functional and the def2-TZVPD basis

HOMO energy = -14.3 eV

```
! wB97M-V def2-TZVPD RIJCOSX def2/J DEFGRID3
* xyz 1 1
C -0.103 -1.855 0.788
N -1.010 -0.926 0.628
C -0.827 0.372 -0.080
C -1.789 1.422 -0.105
C 0.462 0.374 -0.952
C 1.764 0.493 -0.152
H -0.277 -2.762 1.480
H 0.925 -1.953 0.341
H -1.847 -1.062 1.134
H -1.656 2.329 -0.771
H -2.561 1.342 0.690
H 0.286 -0.616 -1.505
H 0.325 1.273 -1.660
H 1.475 0.823 0.890
H 2.473 1.216 -0.589
H 2.359 -0.470 -0.137
*
```

Mulliken population analysis, charges in e, atoms 1 to 4:
1. C -0.07
2. N -0.01
3. C 0.55
4. C -0.81

---

Formula: C3H12N3S
Source: the Open Molecules 2025 dataset
Level of theory: the ωB97M-V functional and the def2-TZVPD basis

HOMO energy = -12.6 eV

```
! wB97M-V def2-TZVPD RIJCOSX def2/J DEFGRID3
* xyz 1 1
C -1.358 -0.851 1.127
C -2.071 -1.065 -0.202
S -1.928 0.368 -1.350
N -1.361 -2.098 1.874
H -0.357 -0.444 0.920
H -1.870 -0.083 1.706
H -1.630 -1.920 -0.711
H -3.132 -1.226 -0.048
H -1.206 -0.234 -2.299
H -0.579 -2.689 1.614
H -1.265 -1.919 2.866
N 3.263 1.555 -0.436
C 2.046 1.080 -0.675
N 0.982 1.801 -0.783
H 3.426 2.540 -0.613
H 4.061 1.015 -0.746
H 1.910 0.009 -0.724
H 0.052 1.351 -0.775
H 1.016 2.811 -0.744
*
```

Mulliken population analysis, charges in e, atoms 1 to 4:
1. C -0.23
2. C -0.49
3. S -0.29
4. N -0.60

---

Formula: C13H30ClCoO2P2
Source: the Open Molecules 2025 dataset
Level of theory: the ωB97M-V functional and the def2-TZVPD basis

Expectation value of S² = 6.019
HOMO energy (spin up / spin down) = -14.2 / -15.8 eV

```
! wB97M-V def2-TZVPD RIJCOSX def2/J DEFGRID3
* xyz 2 5
C -0.404 0.216 -4.912
C 0.661 0.458 -4.037
H -0.053 -0.454 -5.710
H -0.688 1.181 -5.378
H -1.250 -0.247 -4.372
O 1.541 0.544 -3.274
Cl -1.192 0.050 -1.704
Co 0.310 -0.110 0.375
P 0.250 2.140 -0.274
C 1.780 3.063 0.076
C -0.210 2.938 -1.863
H -0.407 3.996 -1.654
H -1.297 3.857 0.390
H -1.117 2.482 -2.269
H -1.905 2.230 0.813
H 2.565 2.689 -0.602
H 0.609 2.863 -2.585
C -1.029 2.885 0.808
H 1.602 4.135 -0.104
H -0.628 3.005 1.818
H 2.085 2.897 1.120
P 0.454 -2.176 -0.441
C 1.968 -3.097 -0.016
C -0.909 -3.135 0.320
H -0.720 -2.383 -2.560
H 0.466 -3.708 -2.322
H 1.026 -2.083 -2.811
C 0.289 -2.627 -2.207
H -1.850 -2.626 0.097
H -0.903 -4.133 -0.125
H 1.846 -4.137 -0.351
H 2.131 -3.061 1.069
H -0.757 -3.204 1.400
H 2.820 -2.631 -0.532
C 2.079 0.005 0.108
O 3.225 0.071 -0.113
C -2.066 -0.656 2.442
C -0.948 0.198 3.009
C -0.865 0.188 4.522
C 0.399 -0.181 2.332
H -1.875 -1.722 2.567
H -2.204 -0.476 1.367
H -3.010 -0.423 2.939
H -1.162 1.230 2.713
H -0.549 -0.789 4.902
H -0.119 0.926 4.844
H -1.840 0.454 4.960
H 1.162 0.574 2.612
H 0.690 -1.214 2.613
*
```

Mulliken population analysis, charges in e, atoms 1 to 4:
1. C -0.81
2. C 0.75
3. H 0.42
4. H 0.37

---

Formula: C42H52GeN3O2P2Ti
Source: the Open Molecules 2025 dataset
Level of theory: the ωB97M-V functional and the def2-TZVPD basis

HOMO energy = -9.9 eV

```
! wB97M-V def2-TZVPD RIJCOSX def2/J DEFGRID3
* xyz 1 1
Ti -0.104 0.437 -0.759
C 0.361 -0.909 3.850
C -0.522 -0.136 2.875
C -1.525 0.707 3.661
P 0.486 0.842 1.597
C 2.273 0.926 2.141
C 3.068 1.422 0.932
C 2.640 1.716 3.399
C -0.365 2.436 1.641
C -0.070 3.490 2.495
C -0.963 4.531 2.654
C -2.189 4.476 2.007
C -2.477 3.461 1.119
C -1.538 2.450 0.837
N -1.698 1.447 -0.094
C -2.527 1.644 -1.186
C -2.925 2.905 -1.661
C -3.841 3.028 -2.685
C -4.380 1.902 -3.289
C -3.887 0.658 -2.949
C -2.949 0.511 -1.930
P -1.934 -0.988 -1.691
C -1.730 -1.559 -3.456
C -1.032 -0.458 -4.255
C -0.948 -2.867 -3.563
C -3.031 -2.251 -0.840
C -3.612 -1.581 0.406
C -4.139 -2.830 -1.712
H -0.270 -1.487 4.524
H 0.959 -0.237 4.457
H 1.023 -1.594 3.329
H -1.088 -0.862 2.264
H -1.026 1.492 4.226
H -2.043 0.064 4.372
H -2.274 1.168 3.019
H 2.544 -0.127 2.297
H 2.792 2.446 0.668
H 2.904 0.767 0.072
H 4.131 1.407 1.165
H 2.842 2.756 3.159
H 3.554 1.299 3.819
H 1.866 1.680 4.162
H 0.848 3.494 3.056
H -0.730 5.341 3.323
H -2.931 5.234 2.208
H -3.452 3.437 0.654
H -2.479 3.792 -1.236
H -4.121 4.013 -3.021
H -5.138 2.000 -4.048
H -4.231 -0.208 -3.495
H -2.737 -1.709 -3.865
H -0.038 -0.239 -3.845
H -1.616 0.463 -4.274
H -0.899 -0.797 -5.282
H -1.319 -3.621 -2.872
H 0.109 -2.703 -3.361
H -1.035 -3.268 -4.570
H -2.367 -3.068 -0.527
H -4.386 -0.865 0.126
H -2.840 -1.043 0.966
H -4.058 -2.329 1.059
H -4.822 -2.057 -2.059
H -4.716 -3.541 -1.122
H -3.737 -3.370 -2.565
O 1.337 0.053 -1.775
N 2.107 1.043 -2.191
N 1.597 2.180 -1.806
O 0.382 2.142 -1.252
C 2.327 3.354 -1.806
C 1.739 4.528 -1.329
C 2.490 5.685 -1.268
C 3.818 5.683 -1.669
C 4.393 4.515 -2.149
C 3.663 3.348 -2.217
H 0.710 4.506 -1.000
H 2.041 6.597 -0.913
H 4.403 6.585 -1.596
H 5.421 4.515 -2.474
H 4.104 2.429 -2.564
Ge 0.891 -2.007 -0.065
C -0.077 -3.698 0.471
C -0.808 -3.869 1.636
C -1.446 -5.070 1.900
C -1.358 -6.118 0.999
C -0.618 -5.962 -0.162
C 0.008 -4.756 -0.423
C 2.746 -2.279 0.677
C 2.958 -2.900 1.903
C 4.234 -3.254 2.308
C 5.316 -2.994 1.485
C 5.119 -2.359 0.270
C 3.845 -1.993 -0.126
H 1.239 -2.475 -1.491
H -0.879 -3.066 2.354
H -2.012 -5.191 2.811
H -1.869 -7.048 1.199
H -0.531 -6.780 -0.862
H 0.589 -4.636 -1.329
H 2.111 -3.149 2.529
H 4.382 -3.745 3.259
H 6.309 -3.284 1.793
H 5.961 -2.161 -0.375
H 3.694 -1.506 -1.081
*
```

Mulliken population analysis, charges in e, atoms 1 to 4:
1. Ti -1.17
2. C -2.04
3. C 3.17
4. C -1.67

---

Formula: Ag2Cl
Source: the Open Molecules 2025 dataset
Level of theory: the ωB97M-V functional and the def2-TZVPD basis

Expectation value of S² = 2.007
HOMO energy (spin up / spin down) = -28.4 / -26.9 eV

```
! wB97M-V def2-TZVPD RIJCOSX def2/J DEFGRID3
* xyz 3 3
Ag -1.786 -1.858 0.699
Ag 1.581 2.185 -0.120
Cl 0.205 -0.327 -0.580
*
```

Computed Mulliken charges, given in elementary charges:
1. Ag 1.17
2. Ag 1.19
3. Cl 0.64

---

Formula: C39H80ClIN4O14PS5
Source: the Open Molecules 2025 dataset
Level of theory: the ωB97M-V functional and the def2-TZVPD basis

HOMO energy = -10.6 eV

```
! wB97M-V def2-TZVPD RIJCOSX def2/J DEFGRID3
* xyz 1 1
C -5.610 1.385 -3.410
C -4.773 1.463 -2.351
C -5.108 0.906 -0.957
I -7.248 0.621 -0.837
C -4.780 2.050 0.034
N -4.192 1.526 1.310
P -4.206 2.834 2.491
O -3.429 2.621 3.702
O -3.816 4.173 1.752
O -5.765 2.922 2.745
C -2.817 0.769 1.147
C -2.761 -0.136 2.396
C -1.394 -0.298 3.097
C -1.299 0.355 4.498
C -0.817 -0.687 5.518
N -1.949 -1.572 5.816
C -1.752 1.868 1.122
C -0.436 1.520 0.411
C 0.656 2.495 0.871
C 2.047 1.949 0.499
C 2.492 0.880 1.505
O 3.893 0.784 1.631
C 4.526 0.222 0.489
C -2.927 0.077 -0.238
C -1.966 -1.076 -0.603
C -1.427 -2.077 0.420
C -0.722 -3.201 -0.359
C -0.197 -4.249 0.615
S 0.620 -5.567 -0.277
O 0.125 -5.579 -1.618
O 0.537 -6.816 0.405
Cl 2.552 -4.905 -0.362
N -4.288 -0.284 -0.658
C -4.887 -1.409 0.063
C -5.556 -2.433 -0.895
C -5.033 -3.870 -0.752
N -6.159 -4.790 -0.533
H -6.092 0.451 -3.688
H -5.882 2.247 -4.002
H -3.776 1.880 -2.473
H -5.676 2.608 0.287
H -4.124 2.763 -0.462
H -4.848 0.812 1.651
H -3.031 4.539 2.188
H -5.971 3.832 3.001
H -3.453 0.200 3.167
H -3.117 -1.131 2.148
H -1.253 -1.364 3.271
H -0.546 0.022 2.500
H -0.570 1.165 4.463
H -2.274 0.683 4.842
H -0.001 -1.276 5.104
H -0.485 -0.152 6.411
H -1.645 -2.471 6.157
H -2.580 -1.135 6.469
H -2.151 2.707 0.548
H -1.483 2.182 2.127
H -0.529 1.668 -0.665
H -0.101 0.500 0.587
H 0.446 3.421 0.342
H 0.598 2.668 1.946
H 2.761 2.765 0.441
H 1.918 1.469 -0.473
H 2.097 1.114 2.494
H 2.099 -0.103 1.214
H 3.798 -0.165 -0.224
H 5.189 -0.580 0.810
H 5.135 0.986 0.007
H -2.651 0.859 -0.952
H -2.478 -1.643 -1.382
H -1.096 -0.662 -1.111
H -0.643 -1.597 1.005
H -2.163 -2.557 1.059
H 0.062 -2.816 -1.006
H -1.483 -3.693 -0.963
H 0.462 -3.823 1.369
H -1.014 -4.741 1.142
H -4.129 -1.986 0.587
H -5.597 -1.118 0.847
H -5.425 -2.060 -1.908
H -6.630 -2.424 -0.716
H -4.256 -3.963 0.015
H -4.608 -4.163 -1.712
H -6.656 -4.527 0.309
H -5.797 -5.726 -0.403
C 7.406 -6.970 -0.033
C 6.053 -6.399 0.412
C 6.293 -4.961 0.883
S 7.719 -4.364 -0.034
O 8.796 -4.122 0.895
O 7.304 -3.351 -0.970
C 8.044 -5.893 -0.907
H 7.293 -7.907 -0.576
H 8.033 -7.161 0.840
H 5.363 -6.399 -0.434
H 5.602 -6.999 1.201
H 5.446 -4.312 0.674
H 6.538 -4.919 1.943
H 9.116 -6.012 -1.038
H 7.552 -5.825 -1.876
C 0.153 7.821 -1.717
C -0.939 8.418 -0.818
C -1.671 7.247 -0.148
S -0.472 5.912 -0.037
O -0.928 4.819 -0.870
O -0.128 5.691 1.347
C 0.858 6.764 -0.871
H 0.851 8.580 -2.064
H -0.302 7.355 -2.593
H -0.480 9.050 -0.056
H -1.633 9.038 -1.383
H -2.014 7.493 0.854
H -2.505 6.893 -0.751
H 1.435 6.049 -1.454
H 1.485 7.219 -0.106
C 10.999 -1.301 2.942
C 9.494 -1.595 2.884
C 9.014 -1.796 4.327
S 10.115 -0.825 5.365
O 10.863 -1.721 6.210
O 9.396 0.295 5.919
C 11.181 -0.260 4.043
H 11.377 -0.940 1.987
H 11.544 -2.212 3.197
H 8.974 -0.744 2.438
H 9.276 -2.468 2.274
H 7.996 -1.446 4.477
H 9.098 -2.835 4.639
H 12.201 -0.184 4.412
H 10.821 0.719 3.728
C -4.835 1.496 -9.239
C -6.360 1.591 -9.380
C -6.962 1.391 -7.983
S -5.721 1.966 -6.819
O -5.260 0.839 -6.042
O -6.174 3.178 -6.178
C -4.472 2.361 -8.036
H -4.323 1.833 -10.139
H -4.544 0.460 -9.054
H -6.630 2.578 -9.760
H -6.747 0.854 -10.081
H -7.871 1.969 -7.838
H -7.152 0.341 -7.770
H -3.488 2.149 -7.625
H -4.563 3.422 -8.266
*
```

Mulliken population analysis, charges in e, atoms 1 to 4:
1. C -1.29
2. C 0.05
3. C -0.11
4. I 0.18

---

Formula: C4H14NOS2
Source: the Open Molecules 2025 dataset
Level of theory: the ωB97M-V functional and the def2-TZVPD basis

HOMO energy = -11.8 eV

```
! wB97M-V def2-TZVPD RIJCOSX def2/J DEFGRID3
* xyz 1 1
N -1.300 1.097 2.376
C -0.217 1.782 1.568
C 0.483 0.702 0.721
S -0.602 0.468 -0.731
S -0.039 -1.384 -1.382
C 1.773 -1.168 -1.943
C 1.884 -1.322 -3.524
H -2.189 0.961 1.898
H -1.049 0.171 2.778
H -1.607 1.653 3.208
H 0.498 2.379 2.130
H -0.630 2.620 0.922
H 0.572 -0.188 1.269
H 1.548 1.002 0.467
H 2.206 -0.265 -1.525
H 2.283 -1.876 -1.444
H 1.761 -0.376 -4.010
H 1.116 -1.990 -3.889
H 3.028 -1.405 -3.576
H -3.378 -1.452 2.168
H -3.206 -0.682 0.838
O -2.936 -0.725 1.679
*
```

Mulliken population analysis, charges in e, atoms 1 to 4:
1. N -0.33
2. C -0.77
3. C -0.51
4. S -0.10

---

Formula: C33H29F6GdN6OSbSi
Source: the Open Molecules 2025 dataset
Level of theory: the ωB97M-V functional and the def2-TZVPD basis

Expectation value of S² = 12.369
HOMO energy (spin up / spin down) = -5.7 / -7.7 eV

```
! wB97M-V def2-TZVPD RIJCOSX def2/J DEFGRID3
* xyz 0 7
Gd 0.362 1.730 -0.204
C -0.583 -4.578 2.001
C 0.441 -3.991 2.809
C 0.849 -2.731 2.574
C 0.239 -1.927 1.538
N -0.490 -2.650 0.561
C -0.959 -3.910 0.896
N 0.394 -0.649 1.403
C 0.926 0.176 2.360
N 1.281 1.408 1.881
C 1.709 2.194 2.894
N 2.084 3.446 2.847
C 1.718 4.297 1.848
C 2.388 5.545 1.822
C 1.963 6.549 1.003
C 0.837 6.339 0.197
C 0.265 5.098 0.227
N 0.697 4.060 0.980
C 1.640 1.410 4.121
C 1.918 1.782 5.430
C 1.613 0.896 6.444
C 1.001 -0.335 6.148
C 0.729 -0.714 4.848
C 1.090 0.154 3.800
H -0.997 -5.552 2.216
H 0.910 -4.575 3.593
H 1.648 -2.278 3.145
H -1.649 -4.351 0.189
H 3.221 5.667 2.501
H 2.477 7.503 0.993
H 0.434 7.112 -0.443
H -0.584 4.897 -0.405
H 2.345 2.758 5.632
H 1.820 1.157 7.475
H 0.725 -0.999 6.958
H 0.226 -1.653 4.665
N -2.727 4.286 -2.377
C -2.084 3.296 -1.734
O -0.862 3.177 -1.845
C -2.912 2.361 -0.884
C -2.101 1.546 0.119
H -2.204 4.908 -2.969
H -3.721 4.397 -2.297
H -3.421 1.701 -1.591
H -3.696 2.954 -0.404
H -2.498 0.534 0.176
H -2.218 1.974 1.117
F 0.799 1.081 -2.523
Sb 2.693 1.476 -2.434
F 2.157 2.917 -1.282
F 2.551 2.589 -3.895
F 4.482 1.802 -2.135
F 3.007 -0.073 -3.407
F 2.498 0.474 -0.815
C 1.999 -5.526 -3.471
C 0.889 -5.917 -2.729
C 0.154 -4.971 -2.031
C 0.515 -3.619 -2.056
C 1.632 -3.244 -2.808
C 2.368 -4.190 -3.513
Si -0.398 -2.258 -1.198
C -2.048 -1.986 -1.999
C -3.097 -2.913 -1.957
C -4.267 -2.707 -2.672
C -4.404 -1.577 -3.469
C -3.369 -0.657 -3.544
C -2.205 -0.856 -2.809
H 2.574 -6.265 -4.014
H 0.596 -6.960 -2.697
H -0.712 -5.306 -1.469
H 1.939 -2.205 -2.845
H 3.231 -3.879 -4.088
H 0.431 -1.061 -1.308
H -3.014 -3.822 -1.371
H -5.069 -3.435 -2.617
H -5.311 -1.422 -4.039
H -3.461 0.216 -4.181
H -1.403 -0.124 -2.884
*
```

Mulliken population analysis, charges in e, atoms 1 to 4:
1. Gd 1.17
2. C -1.07
3. C -0.41
4. C -1.27